1.
# C17H24F5O12SV

A structure of composition C17H24F5O12SV in a non-equilibrium geometry (ωB97M-V with the def2-TZVPD basis set, the Open Molecules 2025 dataset).

The strongest force on any atom comes out at 3.862 eV Å⁻¹. The expectation value of S² is 0.78. As for the charge: -1. The value obtained for the molecular weight is 598.368 g/mol. Its multiplicity is 2. As for the frontier orbital gap (spin up / spin down): 8.5 / 8.8 eV. The energy is -3406.7951 Eh.

Last column: Löwdin charge in e.
Positions of all 60 atoms, in Å:
V  -0.85331  -0.33656  -0.31303  1.032
S  -0.85008  3.29885  -0.72659  0.503
F  -3.12975  3.66706  -2.16936  0.109
F  -0.95651  -2.40907  -0.36130  -0.518
F  -1.34875  3.51437  -3.36038  0.116
F  -1.73867  5.31166  -2.16290  0.127
F  -1.84336  0.01173  1.51267  -0.521
O  0.48563  3.82545  -0.96039  -0.320
O  -4.05231  -1.68535  -0.20959  0.050
O  3.43310  0.86234  4.43079  0.110
O  -2.95473  0.03995  -1.02894  0.061
O  2.97157  3.03344  4.57786  0.014
O  -1.56338  3.83245  0.40340  -0.302
O  1.99863  -2.35123  1.10701  0.016
O  1.75691  -0.28340  -2.85455  0.058
O  3.80519  -1.08004  1.24080  0.091
O  -0.42364  -0.38627  -2.56872  0.086
O  -0.91322  1.84321  -0.81213  -0.380
O  0.55581  0.03472  0.32487  -0.295
C  -3.97117  -0.57316  -0.91900  -0.450
C  0.63815  -1.48902  -4.49072  -0.068
C  -1.82910  3.99188  -2.21018  -0.663
C  2.93770  -2.19182  3.23002  -0.074
C  2.69213  3.53689  2.37531  -0.144
C  -6.25503  -1.17116  -0.68151  -0.152
C  -5.31809  -2.34434  -0.35459  -0.129
C  3.00582  -1.80425  1.79073  -0.503
C  0.51969  -0.66457  -3.24735  -0.432
C  2.03603  -2.08385  -4.33811  -0.135
C  1.99732  -3.41058  3.22624  -0.143
C  1.22352  -3.24368  1.89215  -0.151
C  2.77297  -0.93677  -3.59966  -0.141
C  -5.37940  -0.16703  -1.40387  -0.046
C  2.93979  1.84375  3.95929  -0.477
C  2.44872  4.09216  3.80812  -0.151
C  2.44938  2.04064  2.53630  -0.061
H  1.43979  1.69978  2.32538  0.127
H  2.42867  -2.31376  -5.32453  0.111
H  1.41189  -3.42232  4.14448  0.105
H  0.24769  -2.79096  2.06734  0.122
H  -5.16094  -3.04403  -1.18864  0.124
H  -6.58944  -0.83371  0.30167  0.118
H  2.55200  -4.35218  3.21963  0.100
H  2.48044  -1.38075  3.79172  0.117
H  -5.38779  -0.43019  -2.46662  0.128
H  1.12133  -4.22043  1.42571  0.118
H  3.93830  -2.48247  3.54082  0.125
H  -5.52594  0.90374  -1.32422  0.130
H  2.09120  3.97645  1.56860  0.110
H  0.57537  -0.86230  -5.37926  0.134
H  2.93197  5.06322  3.92469  0.114
H  1.40725  4.27258  4.08940  0.124
H  2.00074  -2.90825  -3.62829  0.122
H  3.24502  -0.24339  -4.29637  0.125
H  -0.13437  -2.25350  -4.41641  0.132
H  -5.52248  -3.05588  0.44107  0.126
H  3.66074  3.76014  1.92043  0.114
H  3.49101  -1.39948  -2.92766  0.128
H  3.13514  1.56381  1.83786  0.121
H  -7.12513  -1.41456  -1.28950  0.109

2.
# C5H12O

A cluster of 2 separate species, C5H12O in total in a non-equilibrium geometry (ωB97M-V with the def2-TZVPD basis set, the Open Molecules 2025 dataset).

The strongest force on any atom comes out at 4.573 eV Å⁻¹. As for the charge: 0. The value obtained for the molecular weight is 88.150 g/mol. The energy relative to the best compared isomer or geometry (same formula, charge and spin) is 138.1 kcal/mol. As for the frontier orbital gap: 7.1 eV. The energy is -272.7286 Eh.

Last column: Löwdin charge in e.
Positions of all 18 atoms, in Å:
O  1.09433  -1.07371  -0.97745  -0.122
C  -2.04213  0.00271  -0.85627  -0.056
C  1.87925  -0.18593  -0.12734  -0.242
C  -0.04121  1.20654  0.64581  -0.170
C  1.04923  0.43681  0.95287  -0.116
C  -1.71100  0.33182  0.45211  -0.194
H  1.21391  0.15915  1.98426  0.101
H  -2.20126  -1.04458  -1.09791  0.049
H  -0.12331  -2.85317  0.40079  0.054
H  0.20765  -0.68422  -0.94640  0.016
H  -2.60481  0.73590  -1.41036  0.049
H  -0.63709  -2.49096  0.80256  0.035
H  2.77677  -0.66836  0.27046  0.110
H  -1.66162  -0.30424  1.30413  0.076
H  -0.22310  2.04378  1.31177  0.101
H  2.26628  0.55027  -0.84746  0.112
H  -2.19765  1.30437  0.48710  0.088
H  0.09188  1.74414  -0.29726  0.110

3.
# C2H3N5O

The molecule C2H3N5O in a non-equilibrium geometry (ωB97M-V with the def2-TZVPD basis set, the Open Molecules 2025 dataset).

The strongest force on any atom comes out at 4.349 eV Å⁻¹. As for the charge: 0. The value obtained for the molecular weight is 113.080 g/mol. The energy relative to the best compared isomer or geometry (same formula, charge and spin) is 130.4 kcal/mol. As for the frontier orbital gap: 8.5 eV. The energy is -426.8498 Eh.

Last column: Löwdin charge in e.
Positions of all 11 atoms, in Å:
O  0.77144  0.95311  -0.06607  0.042
N  2.28638  -0.59803  -0.29471  0.028
N  -1.07728  -0.36712  0.43328  0.104
N  -3.32284  -0.06803  -0.26265  0.093
N  1.18066  -1.24292  -0.01259  0.123
N  2.14266  0.68947  0.13014  -0.012
C  0.17027  -0.16589  0.15053  -0.439
C  -2.18598  0.40860  0.01884  -0.328
H  -1.95354  1.57019  -0.21619  0.144
H  -3.49102  -1.02416  -0.11900  0.023
H  2.90033  1.47918  -0.10679  0.221

4.
# C8H16N2O3

The molecule C8H16N2O3 in a non-equilibrium geometry (ωB97M-V with the def2-TZVPD basis set, the Open Molecules 2025 dataset).

The strongest force on any atom comes out at 5.289 eV Å⁻¹. As for the charge: 0. The value obtained for the molecular weight is 188.227 g/mol. The energy relative to the best compared isomer or geometry (same formula, charge and spin) is 143.6 kcal/mol. As for the frontier orbital gap: 9.7 eV. The energy is -649.4901 Eh.

Last column: Löwdin charge in e.
Positions of all 29 atoms, in Å:
O  1.72192  1.35013  -0.46387  0.047
O  3.84669  1.26317  0.32982  0.034
O  0.15431  -1.45173  1.16841  0.122
N  1.46396  -1.27194  -0.59088  0.063
N  -2.05972  -2.20445  -0.21184  -0.011
C  -2.71734  0.67027  1.37579  -0.094
C  2.74474  0.66339  0.13065  -0.417
C  -1.76203  1.15697  0.26528  -0.479
C  -1.55723  0.15417  -0.85693  -0.192
C  -1.06603  -1.35253  -0.81009  -0.368
C  2.51699  -0.84620  0.17558  -0.168
C  -2.43435  2.39819  -0.51431  -0.114
C  0.16650  -1.26012  0.01487  -0.463
H  -3.13910  1.97732  -1.52323  0.143
H  -2.51183  0.14043  -1.21120  0.042
H  -2.09768  -1.70295  0.90318  0.142
H  2.37648  -1.08256  1.30434  0.172
H  -2.63743  1.19237  2.51284  0.141
H  1.66376  -0.86234  -1.50137  0.148
H  1.98599  2.32485  -0.25300  0.178
H  -3.07799  -1.96310  -0.81033  0.175
H  -2.18638  -0.35400  1.48281  0.051
H  -0.75132  1.51292  0.67373  0.132
H  -0.86358  -1.77325  -1.81016  0.147
H  -3.74161  0.86006  1.07624  0.061
H  3.46961  -1.33463  0.03567  0.132
H  -3.05201  3.11131  0.41812  0.147
H  -0.98890  0.56150  -1.74440  0.136
H  -1.40858  2.92935  -0.89419  0.091

5.
# C5H35N3O10

A cluster of 11 separate species, C5H35N3O10 in total in a non-equilibrium geometry (ωB97M-V with the def2-TZVPD basis set, the Open Molecules 2025 dataset).

The strongest force on any atom comes out at 1.839 eV Å⁻¹. As for the charge: 0. The value obtained for the molecular weight is 297.346 g/mol. The energy relative to the best compared isomer or geometry (same formula, charge and spin) is 59.4 kcal/mol. As for the frontier orbital gap: 9.1 eV. The energy is -1128.1286 Eh.

Last column: Löwdin charge in e.
Positions of all 53 atoms, in Å:
O  -0.90556  -3.90881  1.81230  -0.071
O  2.58966  -0.72752  -2.06182  -0.057
O  -2.39534  -1.27538  3.08949  -0.060
O  -3.43888  2.16674  -0.94690  -0.043
O  3.61679  1.35821  1.12233  -0.076
O  2.39708  -3.09606  -0.30187  -0.052
O  3.01479  2.73853  -1.27755  -0.052
O  -2.11826  -3.52094  -0.67297  -0.075
O  0.59596  -1.57371  1.61612  -0.074
O  -3.46779  -0.35341  0.76571  -0.073
N  0.06433  2.21200  -1.87070  -0.094
N  -0.25998  -1.15725  -1.16028  0.002
N  0.88890  1.19198  2.29719  0.012
C  -1.01475  0.09660  -0.87617  -0.209
C  0.61902  2.41271  1.55416  -0.295
C  0.34940  1.53596  -3.16108  -0.099
C  -0.04040  1.28916  -0.67709  -0.321
C  -0.44147  2.22983  0.49012  -0.163
H  3.40529  -0.84160  -1.58708  0.030
H  3.62516  1.67617  0.19456  0.009
H  -0.89008  2.54832  -1.96018  0.076
H  -1.56114  -0.85352  2.81319  0.029
H  -3.68428  2.37797  -1.86802  0.071
H  -1.69061  -3.40292  2.06552  0.025
H  0.33078  0.41830  1.91509  0.022
H  1.79550  -3.24288  -1.05538  0.050
H  4.07540  2.11524  1.48982  0.044
H  2.06189  2.62467  -1.42655  0.009
H  -0.16051  -1.30049  -2.16839  0.091
H  -1.54412  0.01292  0.08962  0.081
H  0.11670  -1.51434  0.75825  0.019
H  -1.35110  1.90926  1.01078  0.114
H  3.06902  3.68791  -1.14913  0.056
H  0.75908  0.52649  -3.06144  0.059
H  1.84399  0.90366  2.06570  0.031
H  -0.45795  1.63512  -3.87134  0.072
H  -3.75463  0.48306  0.37296  0.016
H  1.82411  -0.91890  -1.50308  -0.025
H  -2.47589  -1.03786  4.02070  0.050
H  -1.75403  0.26705  -1.66663  0.117
H  1.47393  -1.38670  1.24597  0.059
H  1.52712  2.93886  1.19993  0.101
H  3.20550  -2.93057  -0.79506  0.032
H  -0.92046  -1.91867  -0.96763  0.045
H  -1.49689  -3.93236  -0.03702  0.022
H  0.97508  0.84945  -0.56627  0.125
H  1.11154  2.10801  -3.70798  0.078
H  -4.30454  -0.73814  1.05521  0.053
H  -0.28889  -3.14752  1.78045  0.005
H  -2.86067  -3.24881  -0.12510  0.037
H  -2.51673  1.88778  -1.02257  -0.019
H  0.16267  3.12701  2.27640  0.106
H  -0.67080  3.17255  -0.00789  0.110

Question: What is the strongest force on any atom in the fifth record?
Answer: 1.839 eV Å⁻¹

Question: Which value of strongest force on any atom does entry 1 give?
Answer: 3.862 eV Å⁻¹

Question: Number 4 is which compound?
Answer: C8H16N2O3